(1)
{"formula": "C25H11F4I2IrN6O", "method": "the ωB97M-V functional and the def2-TZVPD basis", "species": ["Ir", "I", "C", "C", "C", "I", "C", "O", "C", "C", "N", "C", "C", "C", "C", "C", "C", "N", "C", "H", "H", "H", "H", "H", "H", "H", "H", "H", "H", "H", "F", "C", "C", "F", "C", "C", "C", "F", "C", "C", "C", "N", "C", "N", "F", "C", "C", "N", "C", "N"], "positions_angstrom": [[-0.11262, 0.38025, -1.75696], [-6.60431, 2.08820, -5.26372], [-5.00098, 1.83212, -4.03830], [-5.04378, 2.29866, -2.72070], [-3.94979, 2.12865, -1.90901], [-3.96396, 2.82332, 0.02487], [-2.76997, 1.47091, -2.40864], [-1.80018, 1.32896, -1.58272], [-2.72722, 1.01381, -3.77200], [-1.48212, 0.46866, -4.44453], [-0.60855, -0.38735, -3.60283], [0.65587, -0.75137, -4.30383], [1.71956, -1.15227, -3.31579], [2.81298, -1.90976, -3.68049], [3.80241, -2.16050, -2.74051], [3.66577, -1.65738, -1.45525], [2.54768, -0.91378, -1.14929], [1.59104, -0.66062, -2.06096], [-3.83848, 1.19232, -4.54564], [-5.92993, 2.79080, -2.34648], [-0.87222, 1.30777, -4.78889], [-1.78727, -0.09828, -5.32646], [-1.11114, -1.25644, -3.41416], [1.00370, 0.13415, -4.84103], [0.48341, -1.54094, -5.03741], [2.89403, -2.29151, -4.68853], [4.67251, -2.74282, -3.01092], [4.41563, -1.83446, -0.69900], [2.38638, -0.49643, -0.16682], [-3.84232, 0.85249, -5.57330], [1.16452, -1.01948, 2.18615], [1.07343, -0.57594, 3.44680], [1.55825, -1.33172, 4.44586], [2.10278, -2.49325, 4.15443], [1.46787, -0.92537, 5.84226], [0.78914, 0.34741, 6.05276], [0.32274, 1.10229, 5.03751], [-0.21746, 2.27956, 5.29944], [0.42270, 0.69246, 3.65598], [-0.06989, 1.44873, 2.61920], [0.14696, 1.12250, 1.25141], [0.25636, 1.04638, 0.10891], [-0.94454, 2.57349, 2.76526], [-1.72918, 3.40771, 2.84336], [0.67650, 0.79386, 7.28199], [1.99329, -1.66027, 6.86282], [1.82372, -1.33174, 8.24748], [1.71321, -1.14234, 9.37407], [2.79080, -2.83473, 6.65697], [3.45273, -3.75672, 6.48662]], "forces_ev_per_a": [[-1.16, 0.81, -0.02], [-0.17, 0.02, -0.12], [0.34, -0.04, 0.25], [-0.11, -0.07, -0.31], [0.24, -0.04, 0.11], [0.00, 0.01, 0.01], [-0.34, 0.13, -0.16], [1.53, -0.78, -0.08], [0.04, -0.06, -0.01], [-0.06, 0.08, 0.04], [0.03, -0.15, 0.11], [0.00, 0.01, -0.06], [0.04, -0.05, -0.11], [-0.08, 0.04, 0.00], [0.00, -0.01, -0.01], [-0.06, 0.06, 0.04], [0.09, -0.04, 0.09], [-0.22, 0.11, -0.04], [-0.15, -0.01, 0.08], [-0.01, 0.00, -0.01], [0.00, 0.01, 0.09], [0.01, 0.05, -0.03], [-0.01, 0.06, -0.03], [-0.02, -0.01, 0.01], [0.01, 0.02, 0.01], [0.00, -0.01, -0.01], [0.01, -0.02, 0.00], [0.01, 0.00, 0.01], [0.00, -0.01, 0.01], [0.00, 0.02, -0.01], [0.04, -0.03, 0.05], [0.09, 0.08, 0.00], [0.03, 0.03, 0.02], [0.01, 0.01, -0.02], [-0.04, 0.05, -0.05], [0.00, -0.05, -0.06], [-0.02, -0.11, 0.01], [-0.04, 0.00, 0.00], [0.04, 0.04, 0.13], [0.03, -0.16, -0.03], [0.00, 0.41, -0.26], [-0.05, -0.52, 0.38], [0.03, -0.10, 0.26], [-0.02, 0.12, -0.14], [0.00, 0.03, -0.03], [-0.01, 0.04, 0.02], [0.04, 0.03, -0.11], [-0.01, 0.01, 0.08], [-0.13, 0.05, -0.19], [0.04, -0.06, 0.09]], "nbo_charge": [0.803, 0.403, -0.084, -0.298, -0.148, 0.375, 0.342, -0.464, -0.047, -0.247, -0.559, -0.268, 0.234, -0.224, -0.075, -0.230, 0.093, -0.483, -0.220, 0.266, 0.245, 0.231, 0.413, 0.247, 0.241, 0.254, 0.257, 0.260, 0.232, 0.247, -0.303, 0.339, 0.396, -0.254, -0.114, 0.393, 0.358, -0.266, -0.007, -0.300, 0.494, -0.410, 0.252, -0.222, -0.246, -0.059, 0.204, -0.124, 0.213, -0.142], "charge": 2, "homo_energy_ev": [-13.94, -13.94], "homo_lumo_gap_ev": [4.74, 4.75]}


(2)
{"formula": "C3H2BrFO", "method": "the ωB97M-V functional and the def2-TZVPD basis", "species": ["C", "C", "C", "O", "F", "Br", "H", "H"], "positions_angstrom": [[-1.00348, 2.19512, 1.44706], [-0.20024, 2.18437, 0.57363], [-1.85920, 3.09964, -3.03832], [-1.98629, 3.14972, -1.89401], [0.78357, 2.00958, -0.22336], [2.28687, -0.77468, -2.41354], [-1.66200, 2.59356, 2.13717], [2.13042, -0.59657, -1.00200]], "forces_ev_per_a": [[0.10, 0.37, -0.28], [1.05, -0.48, -0.29], [-0.35, 0.13, 3.17], [0.35, -0.13, -3.21], [-0.13, 0.02, -0.32], [-0.04, 0.05, 0.33], [-1.01, 0.07, 0.92], [0.03, -0.04, -0.33]], "nbo_charge": [-0.395, 0.421, 0.513, -0.513, -0.261, -0.204, 0.235, 0.204], "charge": 0, "homo_energy_ev": -10.76, "homo_lumo_gap_ev": 11.36}


(3)
{"formula": "C4H3FO2S", "method": "the ωB97M-V functional and the def2-TZVPD basis", "species": ["C", "C", "C", "C", "H", "H", "H", "O", "O", "F", "S"], "positions_angstrom": [[-0.82817, 0.86352, 0.13529], [-1.90448, -0.26242, 0.08077], [0.40908, 0.65049, 0.69467], [1.68814, -1.03342, -0.56219], [-2.96010, 0.12225, 0.40746], [1.04990, 1.62402, 0.89513], [1.98748, -2.04812, -0.10406], [-1.40704, -1.33216, -0.42716], [1.29450, -0.33881, 0.71797], [-1.37597, 2.11345, 0.19454], [2.04666, -0.35881, -2.03243]], "forces_ev_per_a": [[-0.99, -1.81, 2.27], [4.05, -1.09, -2.95], [1.12, 4.96, -1.58], [1.23, 0.51, 1.35], [1.44, -1.52, -0.57], [-1.96, -1.40, 0.02], [-0.55, 1.47, -1.41], [-3.48, 3.45, 2.62], [-0.30, -2.82, -2.62], [0.63, -0.53, 0.05], [-1.17, -1.21, 2.83]], "nbo_charge": [0.226, 0.341, 0.128, 0.022, 0.176, 0.190, 0.217, -0.519, -0.523, -0.327, 0.069], "smiles": "O=C/C(F)=C\\OC=S", "charge": 0, "homo_energy_ev": -9.69, "homo_lumo_gap_ev": 8.97}


(4)
{"formula": "C2H8Si", "method": "the ωB97M-V functional and the def2-TZVPD basis", "species": ["C", "C", "Si", "H", "H", "H", "H", "H", "H", "H", "H"], "positions_angstrom": [[-2.14976, 0.48527, 0.31923], [1.88419, -0.94367, 0.55704], [1.68967, 0.12758, -0.83699], [-3.17935, 0.36775, 0.05135], [-1.99604, 1.15900, 1.12538], [-1.67086, -0.35068, 0.59263], [1.73128, -0.63210, 1.50938], [2.47733, -1.93713, 0.34609], [2.12618, -0.46517, -2.07424], [-1.61148, 0.85168, -0.54724], [0.69884, 1.33748, -1.04264]], "forces_ev_per_a": [[-0.58, 2.57, -1.46], [1.49, -1.01, -4.75], [-1.01, -0.52, 1.50], [-0.54, -0.22, 0.13], [-0.23, 0.92, 0.63], [1.31, -3.55, 0.90], [-0.58, 0.48, 2.85], [-1.18, 2.19, 0.63], [0.13, -0.05, -0.70], [-0.02, 0.28, -0.19], [1.21, -1.09, 0.46]], "nbo_charge": [-0.837, -1.036, 0.903, 0.213, 0.209, 0.212, 0.200, 0.244, -0.174, 0.204, -0.139], "smiles": "C=[SiH2].C", "charge": 0, "homo_energy_ev": -8.61, "homo_lumo_gap_ev": 8.70}


no.,total energy (a.u.),molecular weight (g/mol),F_max (eV/Å)
1,-2461.52612,933.42,1.719
2,-2864.51040,152.95,3.226
3,-802.60118,134.13,5.560
4,-370.37254,60.17,5.077